1.
Molecular formula: C3H2N2O2
Method: DFT, the ωB97M-V functional and the def2-TZVPD basis

```
9
Properties=species:S:1:pos:R:3
N -0.37975 1.44149 1.96685
C 0.05467 0.71569 1.07802
O -0.80022 0.05731 -0.78836
C 0.10721 -0.90722 -1.11574
O -0.13223 -0.53187 -2.33824
C 1.17218 0.10670 0.53878
N 1.46582 -0.57463 -0.43028
H -1.37880 1.63459 1.90706
H -0.10888 -1.94206 -0.81809
```

Calculated values
Energy above the lowest of the compared OMol25 structures with the same formula, charge and spin: 164.06 kcal/mol
E_HOMO (alpha / beta): -9.405 / -9.471 eV
Lowest unoccupied orbital energy (alpha / beta): -1.50 / -2.25 eV
Multiplicity: 1
DFT total energy: -375.2501 Eh
Total charge: 0

***

2.
Molecular formula: C3H2N2O2
Method: DFT, the ωB97M-V functional and the def2-TZVPD basis

```
9
Properties=species:S:1:pos:R:3
C 1.37683 -0.95887 0.02524
C -0.22169 0.93001 0.51030
C 0.53088 0.07333 -0.42387
N 2.07233 -1.79362 0.38813
N -1.46504 0.74922 0.67587
O -1.22001 -0.94125 -0.84040
O -2.04661 -0.21656 0.02219
H 0.26126 1.71120 1.07057
H 0.71204 0.44654 -1.42802
```

Calculated values
Energy above the lowest of the compared OMol25 structures with the same formula, charge and spin: 159.70 kcal/mol
E_HOMO (alpha / beta): -9.887 / -9.888 eV
Lowest unoccupied orbital energy (alpha / beta): -2.04 / -2.04 eV
Multiplicity: 1
DFT total energy: -375.2570 Eh
Total charge: 0

***

3.
Molecular formula: C3H2N2O2
Method: DFT, the ωB97M-V functional and the def2-TZVPD basis

```
9
Properties=species:S:1:pos:R:3
O 0.28478 2.04442 -0.00433
C 0.35071 0.83028 0.00140
C 1.54418 -0.04756 0.01811
N 1.11861 -1.29495 -0.01007
N -0.24597 -1.34296 -0.07225
C -0.86613 -0.11172 -0.03256
O -2.05295 0.03576 0.02894
H 2.61022 0.06779 0.13142
H -0.74591 -2.26981 0.32624
```

Calculated values
SMILES: O=C1C=NNC1=O
Energy above the lowest of the compared OMol25 structures with the same formula, charge and spin: 37.63 kcal/mol
E_HOMO: -10.030 eV
Lowest unoccupied orbital energy: -1.61 eV
Multiplicity: 1
DFT total energy: -375.4516 Eh
Total charge: 0

***

4.
Molecular formula: C3H2N2O2
Method: DFT, the ωB97M-V functional and the def2-TZVPD basis

```
9
Properties=species:S:1:pos:R:3
O -2.43861 -0.79017 -0.13823
C -1.78327 0.21553 -0.05157
C -0.31585 0.09608 -0.00833
N 0.61698 0.97277 0.07615
C 1.73245 0.15663 0.06649
N 1.51837 -1.12228 -0.01536
O 0.18812 -1.28096 -0.07007
H -2.19049 1.24157 0.00128
H 2.73430 0.52828 0.12081
```

Calculated values
Energy above the lowest of the compared OMol25 structures with the same formula, charge and spin: 43.19 kcal/mol
E_HOMO: -11.076 eV
Lowest unoccupied orbital energy: -0.91 eV
Multiplicity: 1
DFT total energy: -375.4427 Eh
Total charge: 0

***

5.
Molecular formula: C3H2N2O2S
Method: DFT, the ωB97M-V functional and the def2-TZVPD basis

```
10
Properties=species:S:1:pos:R:3
O -2.04702 -0.57138 0.09905
C -1.10888 0.12163 0.29238
S -1.10877 1.75873 1.04994
C 0.28037 -0.30605 -0.11909
N 1.42765 0.28440 0.02363
C 2.25837 -0.54426 -0.74399
N 1.64663 -1.59157 -1.21146
O 0.38645 -1.40076 -0.80222
H -2.42259 1.54702 1.42999
H 3.34830 -0.38739 -0.86476
```

Calculated values
SMILES: O=C(S)c1ncno1
Energy above the lowest of the compared OMol25 structures with the same formula, charge and spin: 61.49 kcal/mol
E_HOMO: -10.572 eV
Lowest unoccupied orbital energy: -0.49 eV
Multiplicity: 1
DFT total energy: -773.6492 Eh
Total charge: 0

***

6.
Molecular formula: C3H2N2O3
Method: DFT, the ωB97M-V functional and the def2-TZVPD basis

```
10
Properties=species:S:1:pos:R:3
O 2.60056 0.49152 0.17419
C 1.67108 -0.12485 -0.22631
O 1.72319 -1.12157 -1.02960
C 0.26095 0.25275 0.20021
N -0.79709 -0.45751 -0.34433
C -1.79254 0.11016 0.22655
O -1.49459 1.11149 1.01426
N -0.11191 1.21340 1.01194
H 0.77431 -1.29372 -1.19345
H -2.83396 -0.18168 0.16654
```

Calculated values
SMILES: O=C(O)c1ncon1
Energy above the lowest of the compared OMol25 structures with the same formula, charge and spin: 51.60 kcal/mol
E_HOMO: -11.041 eV
Lowest unoccupied orbital energy: 0.07 eV
Multiplicity: 1
DFT total energy: -450.7210 Eh
Total charge: 0

***

7.
Molecular formula: C3H2N2O4
Method: DFT, the ωB97M-V functional and the def2-TZVPD basis

```
11
Properties=species:S:1:pos:R:3
O 1.84757 2.01351 0.11138
C 0.80153 1.78750 -0.26513
N -0.29198 1.67830 -0.70416
C -1.42035 0.95759 -0.64880
O -1.49612 -0.14531 -0.27334
H -2.25688 1.64669 -0.88947
O 0.02925 -1.30339 2.04971
C 0.21059 -1.55251 0.88900
N 1.28652 -1.48013 0.14962
O 1.67931 -1.03617 -0.96046
H -0.38943 -2.56608 0.54165
```

Calculated values
SMILES: O=C=NC=O.O=CN=O
Energy above the lowest of the compared OMol25 structures with the same formula, charge and spin: 77.34 kcal/mol
E_HOMO (alpha / beta): -10.032 / -9.985 eV
Lowest unoccupied orbital energy (alpha / beta): -1.90 / -1.91 eV
Multiplicity: 1
DFT total energy: -525.8235 Eh
Total charge: 0

***

8.
Molecular formula: C3H2N2O4S3
Method: DFT, the ωB97M-V functional and the def2-TZVPD basis

```
14
Properties=species:S:1:pos:R:3
C -3.36848 2.96974 -0.00462
C -3.72027 1.81131 0.46309
C -1.30053 2.02655 -0.44345
N -2.04893 3.04720 -0.47335
N 3.99080 -7.37074 2.54902
O 1.67004 -6.88375 3.65523
O -0.17629 1.72188 -0.77631
O 5.58269 -5.19836 3.04775
O 5.21984 -5.96828 0.76291
S -2.54273 0.54649 0.38609
S 2.57356 -7.78422 2.95030
S 4.60376 -5.60391 2.04197
H -3.85432 3.86535 0.07056
H -4.72437 1.72436 1.08135
```

Calculated values
E_HOMO (alpha / beta): -0.823 / -1.821 eV
Lowest unoccupied orbital energy (alpha / beta): 5.06 / 2.98 eV
Multiplicity: 3
DFT total energy: -1720.4962 Eh
Total charge: -2

***

9.
Molecular formula: C3H2N2OS
Method: DFT, the ωB97M-V functional and the def2-TZVPD basis

```
9
Properties=species:S:1:pos:R:3
S -0.94302 1.30136 1.55174
C -0.21409 0.35433 0.44116
N -0.59369 0.46038 -0.91386
C -0.03033 -0.26222 -1.78734
O 0.87276 -1.24741 -1.49109
C 1.15597 -1.35464 -0.16907
N 0.72547 -0.60830 0.76731
H -0.14633 -0.09860 -2.87047
H 1.86079 -2.13313 0.08866
```

Calculated values
SMILES: S=c1ncocn1
Energy above the lowest of the compared OMol25 structures with the same formula, charge and spin: 14.76 kcal/mol
E_HOMO: -8.739 eV
Lowest unoccupied orbital energy: -0.67 eV
Multiplicity: 1
DFT total energy: -698.4176 Eh
Total charge: 0

***

10.
Molecular formula: C3H2N2OS
Method: DFT, the ωB97M-V functional and the def2-TZVPD basis

```
9
Properties=species:S:1:pos:R:3
C -0.90970 1.89308 0.53526
C -0.23107 2.47187 -0.65964
C -0.11644 -0.12845 -0.37839
N 0.07112 1.70909 -1.64637
N -0.18666 0.46666 -1.49962
O -0.17735 3.67216 -0.44282
S -1.09162 2.12763 2.05887
H 0.57703 0.21394 0.28775
H -0.32325 -1.23135 -0.33645
```

Calculated values
Energy above the lowest of the compared OMol25 structures with the same formula, charge and spin: 68.94 kcal/mol
E_HOMO (alpha / beta): -7.787 / -10.261 eV
Lowest unoccupied orbital energy (alpha / beta): -0.81 / -2.83 eV
Multiplicity: 3
DFT total energy: -698.2419 Eh
Total charge: 0

***

11.
Molecular formula: C3H2N2OS2
Method: DFT, the ωB97M-V functional and the def2-TZVPD basis

```
10
Properties=species:S:1:pos:R:3
C 1.33747 1.06411 1.06201
C -0.16927 0.16184 -0.11599
C -0.99385 -0.99490 -0.41956
N 0.46958 0.07083 1.08993
N 0.22353 1.20343 -0.79170
O 1.23031 1.74801 -0.10009
S -2.34456 -0.92329 -1.69770
S -0.56564 -1.95590 -1.82476
H 2.05297 1.33973 1.79438
H -1.24054 -1.71387 1.00348
```

Calculated values
Energy above the lowest of the compared OMol25 structures with the same formula, charge and spin: 81.98 kcal/mol
E_HOMO: -8.627 eV
Lowest unoccupied orbital energy: -0.13 eV
Multiplicity: 1
DFT total energy: -1096.4984 Eh
Total charge: 0

***

12.
Molecular formula: C3H2N2S
Method: DFT, the ωB97M-V functional and the def2-TZVPD basis

```
8
Properties=species:S:1:pos:R:3
C 1.59776 0.21404 0.00036
N 1.07310 0.11114 1.14635
C -0.31581 0.00481 0.75668
S -1.14334 -1.48856 -0.00103
C -0.31528 0.01182 -0.75873
N 1.07141 0.11551 -1.14572
H -0.98095 0.51490 1.43632
H -0.98690 0.51634 -1.43424
```

Calculated values
SMILES: C1=N[C@@H]2S[C@@H]2N=1
Energy above the lowest of the compared OMol25 structures with the same formula, charge and spin: 86.55 kcal/mol
E_HOMO: -9.196 eV
Lowest unoccupied orbital energy: -2.58 eV
Multiplicity: 1
DFT total energy: -623.0352 Eh
Total charge: 0